No. 1
ORCA calculation (wB97M-V/def2-TZVPD) on a cluster of 2 separate species, C4H6N2 in total at a distorted geometry.

Calculated values
Molar mass (g/mol): 82.106
Lowest unoccupied orbital energy (eV): 0.169
Frontier orbital gap (eV): 7.61
E_tot (eV): -7218.763
Relative energy (zero: lowest compared OMol25 entry of this formula, charge and spin) (kcal per mole): 157.5

Structure (XYZ):
```
12
Properties=species:S:1:pos:R:3:forces:R:3:lowdin_charge:R:1
N -0.0398 -1.5410 -0.2608 0.957 0.607 0.699 0.066
C -0.2451 -0.2319 0.0548 -4.614 3.074 -0.737 -0.272
C -1.1622 0.6332 0.3102 3.042 -4.745 0.225 -0.145
N -2.4969 0.7764 0.2223 -0.753 1.371 -0.144 0.028
H 0.9426 -1.7118 -0.4351 0.066 -0.424 -0.081 0.052
H -0.4431 -2.1955 0.3953 0.048 -0.126 -0.004 0.093
H -2.9537 0.7211 -0.6818 0.263 -0.104 0.066 0.091
H -2.9423 1.4570 0.8216 0.090 0.056 -0.118 0.074
C 1.8440 0.5278 0.3136 2.307 1.596 0.120 -0.097
C 2.7721 0.0887 -0.3860 -2.280 1.621 0.912 0.005
H 1.4896 1.3681 0.9914 0.460 -2.091 -0.927 0.084
H 3.2349 0.1078 -1.3454 0.414 -0.835 -0.011 0.020
```
Positions in Å, forces in eV/Å.

***

No. 2
ORCA calculation (wB97M-V/def2-TZVPD) on a cluster of 2 separate species, C4H16N3 in total at a distorted geometry.

Calculated values
Molar mass (g/mol): 106.193
Lowest unoccupied orbital energy (alpha / beta) (eV): 0.668 / 0.553
Frontier orbital gap (alpha / beta) (eV): 4.10 / 9.67
E_tot (eV): -8873.391
Relative energy (zero: lowest compared OMol25 entry of this formula, charge and spin) (kcal per mole): 26.7
<S²>: 0.750
2S+1: 2

Structure (XYZ):
```
23
Properties=species:S:1:pos:R:3:forces:R:3:lowdin_charge:R:1
N -1.9992 -0.2434 -0.1751 1.237 0.877 -2.817 0.055
C -1.7887 -1.2536 -1.2967 0.398 0.602 -1.030 -0.237
C -0.3520 -1.8490 -1.2341 -1.030 0.115 -2.226 -0.270
N -0.0800 -2.5442 -2.5569 -0.336 0.761 1.436 -0.005
H -1.5348 -0.4820 0.6523 0.693 -1.109 2.318 0.010
H -1.5286 0.6973 -0.4266 -0.698 -0.566 -0.294 0.064
H -2.9572 -0.0172 0.0175 -1.596 0.135 0.349 0.016
H -2.6541 -1.9687 -1.3253 1.120 0.562 0.231 0.103
H -1.7815 -0.6440 -2.2425 -0.405 -0.574 0.870 0.100
H 0.3762 -1.0690 -1.0981 0.160 0.539 -0.139 0.086
H -0.2471 -2.4838 -0.4113 0.102 -1.221 1.411 0.069
H 0.9236 -2.6757 -2.6632 -0.298 -0.156 0.040 0.061
H -0.5311 -3.4486 -2.4889 0.248 -0.140 -0.281 0.059
C 2.2427 2.0977 2.3639 -0.182 1.957 0.612 -0.158
N 1.6519 2.1878 1.0202 2.424 -0.537 0.098 -0.204
C 0.4502 1.4532 0.8581 -1.827 1.264 0.286 -0.267
H 1.5284 2.6018 3.0954 0.864 -0.667 -0.823 0.093
H 2.4737 1.1094 2.7474 -0.162 -0.514 -0.110 0.058
H 3.2047 2.6841 2.4004 -0.995 -0.486 -0.140 0.084
H 2.3640 1.8694 0.3405 -0.618 0.309 0.510 0.107
H 0.4096 0.3879 1.1631 0.319 0.183 0.014 0.048
H 0.1575 1.5568 -0.2066 -0.017 -0.221 0.485 0.042
H -0.3282 2.0342 1.4664 0.600 -1.114 -0.798 0.085
```
Positions in Å, forces in eV/Å.

***

No. 3
ORCA calculation (wB97M-V/def2-TZVPD) on a structure of composition C57H44BGaIO22 at a distorted geometry.

Calculated values
Molar mass (g/mol): 1288.396
Lowest unoccupied orbital energy (eV): -1.268
Frontier orbital gap (eV): 4.37
E_tot (eV): -166014.971
Relative energy (zero: lowest compared OMol25 entry of this formula, charge and spin) (kcal per mole): 18.2
Total charge: -1

Structure (XYZ):
```
126
Properties=species:S:1:pos:R:3:forces:R:3:lowdin_charge:R:1
C -7.3550 -1.9188 -1.4392 -0.307 0.656 0.683 -0.246
Ga -8.5058 -3.6161 -1.4623 0.356 0.917 0.261 0.377
C -7.4449 -5.3899 -1.4479 1.346 -0.257 -0.690 -0.233
C -5.8828 -5.2769 -1.7075 0.118 -3.961 4.017 -0.764
O -5.1263 -5.9563 -0.9623 -1.799 2.937 -2.859 -0.121
I -4.9078 -4.1052 -3.2622 -0.358 -0.432 0.352 0.992
O -9.6812 -3.4928 -2.9848 -1.825 -2.850 0.749 -0.115
B -10.6016 -4.5792 -2.7865 1.147 1.167 -0.073 -0.849
O -11.8343 -4.4467 -2.0443 1.317 -0.568 -0.277 0.054
O -10.2928 -5.8835 -3.3054 0.039 1.771 -0.235 0.070
H -7.6843 -1.3123 -0.5205 0.392 -0.771 -1.191 -0.004
H -6.2410 -2.0883 -1.3185 -1.428 0.314 -0.446 -0.051
H -7.6334 -1.2906 -2.3473 0.776 -0.748 1.015 0.011
H -9.4839 -3.6572 -0.1628 -0.029 -0.166 -0.091 -0.015
H -7.8548 -6.1147 -2.2241 0.507 0.968 0.811 0.069
H -7.5782 -5.8704 -0.4174 0.618 0.648 -1.629 0.054
H -11.6511 -4.4516 -1.0854 0.034 0.264 -0.720 0.067
H -9.4956 -5.7483 -3.8642 -0.688 -0.170 0.513 0.088
C -9.6207 -7.8810 1.7384 -0.002 -0.133 0.366 0.034
C -10.0423 -8.8752 2.5207 0.139 0.247 -0.047 0.013
C -10.8536 -9.9862 1.9790 -0.120 -0.253 0.175 -0.397
O -11.2406 -10.8934 2.6935 0.068 0.147 -0.107 0.083
C -11.1779 -9.9535 0.5369 0.033 0.138 -0.230 0.012
C -10.7565 -8.9596 -0.2460 -0.197 -0.354 -0.024 0.037
C -9.9452 -7.8484 0.2957 0.134 0.411 -0.356 -0.356
O -9.5601 -6.9453 -0.4165 -0.324 -0.404 0.369 0.104
H -9.0265 -7.0590 2.1179 -0.006 0.026 -0.063 0.127
H -9.8133 -8.9150 3.5784 -0.026 -0.042 -0.009 0.118
H -11.7721 -10.7753 0.1574 0.000 -0.011 0.048 0.117
H -10.9854 -8.9193 -1.3039 0.036 0.095 0.005 0.129
C -3.5353 0.6964 -1.0567 0.048 0.277 0.174 0.030
C -2.4092 1.0810 -0.4589 -0.192 0.176 -0.026 0.017
C -1.1812 0.2678 -0.5473 0.186 -0.168 0.093 -0.389
O -0.1503 0.6196 0.0022 -0.154 0.040 0.018 0.071
C -1.2488 -0.9866 -1.3248 -0.584 -0.452 0.205 -0.015
C -2.3777 -1.3743 -1.9234 0.183 -0.091 0.339 0.007
C -3.6057 -0.5613 -1.8358 -0.367 -0.271 -0.229 -0.386
O -4.6449 -0.8933 -2.3779 0.672 0.507 -0.047 0.023
H -4.4458 1.2806 -1.0022 -0.035 -0.058 -0.013 0.125
H -2.3425 1.9982 0.1139 0.029 -0.012 0.012 0.118
H -0.3406 -1.5672 -1.3791 0.024 -0.020 -0.028 0.110
H -2.4425 -2.2904 -2.4947 0.040 -0.022 0.034 0.068
C 2.8017 2.0703 0.3216 -0.150 -0.053 -0.036 0.039
C 2.6345 1.6282 -0.9245 -0.150 0.044 0.072 0.034
C 3.7350 1.6802 -1.9102 0.097 -0.090 -0.081 -0.362
O 3.5807 1.2771 -3.0507 0.494 0.012 0.349 0.077
C 5.0282 2.2391 -1.4618 0.107 0.078 0.138 0.035
C 5.1962 2.6816 -0.2155 0.190 -0.161 -0.169 0.031
C 4.0945 2.6295 0.7706 -0.123 -0.050 0.087 -0.356
O 4.2478 3.0323 1.9115 -0.187 -0.190 -0.259 0.079
H 2.0062 2.0400 1.0557 -0.031 -0.045 -0.045 0.121
H 1.6945 1.2147 -1.2686 0.000 -0.068 0.082 0.094
H 5.8229 2.2684 -2.1970 -0.010 -0.016 -0.004 0.124
H 6.1360 3.0949 0.1296 -0.171 -0.042 -0.089 0.085
C -5.6695 -2.2434 -7.4589 -0.049 -0.179 0.166 0.021
C -6.1037 -3.2206 -6.6619 0.170 0.329 -0.019 0.001
C -6.9444 -4.3195 -7.1848 -0.136 -0.287 0.393 -0.378
O -7.3429 -5.2101 -6.4609 0.086 0.159 -0.251 0.109
C -7.2830 -4.2928 -8.6247 -0.006 0.119 -0.348 0.021
C -6.8484 -3.3155 -9.4204 -0.165 -0.277 0.024 0.013
C -6.0078 -2.2170 -8.8975 0.174 0.322 -0.087 -0.395
O -5.6093 -1.3256 -9.6250 -0.084 -0.173 0.063 0.087
H -5.0541 -1.4309 -7.0933 -0.015 0.013 -0.027 0.120
H -5.8640 -3.2548 -5.6050 -0.163 -0.004 -0.161 -0.017
H -7.8985 -5.1051 -8.9907 -0.006 -0.008 0.048 0.120
H -7.0875 -3.2806 -10.4761 0.025 0.042 0.007 0.117
C -1.5028 1.7463 -4.3873 -0.225 0.088 -0.123 0.038
C -1.5855 2.8121 -5.1837 -0.158 -0.230 0.139 0.027
C -0.3989 3.6450 -5.4764 0.063 0.329 -0.252 -0.389
O -0.4746 4.6192 -6.2016 -0.014 -0.191 0.148 0.098
C 0.8824 3.2492 -4.8536 0.037 -0.200 0.163 0.031
C 0.9666 2.1826 -4.0567 0.154 0.277 -0.014 0.037
C -0.2207 1.3507 -3.7643 0.060 -0.128 0.056 -0.330
O -0.1475 0.3757 -3.0377 0.413 0.675 -0.671 0.097
H -2.3617 1.1258 -4.1614 0.003 -0.019 0.001 0.121
H -2.5156 3.1153 -5.6483 0.029 0.022 -0.010 0.124
H 1.7406 3.8698 -5.0798 -0.022 0.017 -0.022 0.122
H 1.9017 1.8782 -3.5908 -0.431 -0.008 -0.291 0.073
C 6.6443 5.4032 3.8712 -0.069 -0.073 -0.150 0.033
C 6.4758 4.9605 2.6246 -0.185 0.179 0.183 0.035
C 7.5768 5.0125 1.6385 0.017 -0.026 -0.114 -0.356
O 7.4241 4.6102 0.4984 0.269 0.263 0.268 0.084
C 8.8701 5.5717 2.0872 0.223 0.106 0.075 0.033
C 9.0374 6.0137 3.3330 -0.007 0.004 -0.097 0.025
C 7.9373 5.9621 4.3194 -0.083 -0.007 0.207 -0.372
O 8.0918 6.3648 5.4588 0.034 -0.001 -0.154 0.085
H 5.8498 5.3738 4.6065 0.010 0.006 0.002 0.125
H 5.5356 4.5471 2.2797 0.151 0.005 0.077 0.088
H 9.6653 5.6013 1.3527 0.019 0.000 0.030 0.119
H 9.9761 6.4257 3.6766 -0.026 -0.089 -0.066 0.083
C -1.7580 -6.7645 -0.1417 -0.105 0.137 -0.116 0.032
C -1.7538 -5.6824 -0.9211 -0.237 -0.149 0.065 0.032
C -0.5014 -4.9561 -1.2126 -0.157 0.068 -0.108 -0.369
O -0.4930 -3.9706 -1.9234 0.122 -0.029 0.019 0.091
C 0.7460 -5.4732 -0.6083 0.236 -0.159 0.163 0.019
C 0.7410 -6.5536 0.1712 0.225 0.221 -0.116 0.015
C -0.5124 -7.2822 0.4628 -0.209 -0.299 0.175 -0.390
O -0.5164 -8.2706 1.1729 0.102 0.185 -0.116 0.096
H -2.6667 -7.3092 0.0825 -0.022 0.043 -0.021 0.123
H -2.6630 -5.2959 -1.3699 0.014 -0.028 0.035 0.067
H 1.6542 -4.9279 -0.8342 -0.024 0.025 -0.019 0.119
H 1.6445 -6.9454 0.6221 -0.029 -0.026 0.013 0.118
C 7.8119 4.8649 11.0331 -0.210 0.072 0.243 0.018
C 6.8433 5.7167 11.3702 0.184 -0.261 0.096 0.018
C 6.4131 6.7920 10.4504 -0.293 0.286 0.027 -0.390
O 5.5308 7.5705 10.7585 0.183 -0.168 -0.028 0.100
C 7.0970 6.8848 9.1428 0.197 -0.097 -0.172 0.025
C 8.0657 6.0330 8.8055 -0.087 0.229 -0.108 0.022
C 8.4959 4.9580 9.7250 0.260 -0.218 -0.134 -0.386
O 9.3781 4.1791 9.4178 -0.172 0.157 0.096 0.104
H 8.1400 4.0724 11.6940 0.022 -0.009 -0.036 0.121
H 6.3318 5.6624 12.3232 -0.021 0.036 -0.026 0.121
H 6.7690 7.6771 8.4817 -0.018 -0.011 0.014 0.123
H 8.5765 6.0880 7.8522 -0.046 -0.029 -0.007 0.100
C 14.5048 9.1154 2.5553 -0.046 -0.238 -0.226 0.024
C 13.7848 8.0636 2.1647 0.232 0.171 -0.070 0.024
C 12.6287 7.5898 2.9551 -0.142 -0.254 -0.106 -0.369
O 11.9722 6.6282 2.5997 0.220 0.237 0.033 0.092
C 12.3009 8.3279 4.1943 0.029 0.191 0.183 0.027
C 13.0209 9.3796 4.5848 -0.264 -0.200 0.069 0.027
C 14.1773 9.8536 3.7942 0.241 0.349 0.130 -0.386
O 14.8331 10.8136 4.1485 -0.148 -0.220 -0.082 0.110
H 15.3548 9.4756 1.9894 -0.004 0.029 0.036 0.123
H 14.0104 7.5125 1.2603 -0.038 -0.022 0.023 0.123
H 11.4508 7.9679 4.7607 0.008 -0.005 0.008 0.118
H 12.7952 9.9307 5.4893 0.035 0.017 -0.022 0.125
```
Positions in Å, forces in eV/Å.

***

No. 4
ORCA calculation (wB97M-V/def2-TZVPD) on the ion C5H12NO with charge -1 at a distorted geometry.

Calculated values
Molar mass (g/mol): 102.157
Lowest unoccupied orbital energy (eV): 3.695
Frontier orbital gap (eV): 6.03
E_tot (eV): -8916.065
Relative energy (zero: lowest compared OMol25 entry of this formula, charge and spin) (kcal per mole): 23.0
Total charge: -1

Structure (XYZ):
```
19
Properties=species:S:1:pos:R:3:forces:R:3:lowdin_charge:R:1
C 0.0869 1.7825 2.2302 0.918 0.331 -1.588 -0.130
C 0.6509 1.4032 0.8345 -0.434 -0.857 0.797 -0.278
C 0.2876 -0.0786 0.4863 0.638 1.252 -1.787 -0.195
C -0.7237 -0.1627 -0.6939 -1.264 -0.088 0.909 -0.315
N -0.3322 -0.7207 -1.9793 1.778 0.114 0.997 -0.083
C 0.1120 -2.2066 -1.8088 -0.267 0.518 -0.405 -0.587
O -0.8627 -2.9896 -1.4453 -0.471 -0.675 0.168 -0.327
H -0.9822 1.5815 2.1309 -0.074 0.685 0.576 0.069
H 0.4416 2.8253 2.3502 -0.976 -0.292 0.622 0.064
H 0.5031 1.1546 3.0142 0.043 -0.050 0.040 0.057
H 1.7196 1.5487 0.8242 0.581 -0.080 0.158 0.077
H 0.2929 2.1264 0.0906 -0.282 -0.326 0.060 0.091
H 1.2287 -0.5345 0.1580 -0.344 -0.427 0.375 0.085
H -0.1857 -0.6000 1.3197 0.548 0.049 0.160 0.098
H -1.1035 0.8561 -0.8887 -0.014 -0.218 0.126 0.088
H -1.5572 -0.7380 -0.2189 0.042 0.173 -0.726 0.093
H -1.1600 -0.6131 -2.5504 0.017 -0.709 -0.273 0.065
H 0.6183 -2.4598 -2.7927 -0.256 0.226 0.159 0.064
H 0.9658 -2.1748 -1.0610 -0.182 0.376 -0.371 0.065
```
Positions in Å, forces in eV/Å.

***

What did the second record say?
ORCA calculation (wB97M-V/def2-TZVPD) on a cluster of 2 separate species, C4H16N3 in total at a distorted geometry.

Calculated values
Molar mass (g/mol): 106.193
Lowest unoccupied orbital energy (alpha / beta) (eV): 0.668 / 0.553
Frontier orbital gap (alpha / beta) (eV): 4.10 / 9.67
E_tot (eV): -8873.391
Relative energy (zero: lowest compared OMol25 entry of this formula, charge and spin) (kcal per mole): 26.7
<S²>: 0.750
2S+1: 2

Structure (XYZ):
```
23
Properties=species:S:1:pos:R:3:forces:R:3:lowdin_charge:R:1
N -1.9992 -0.2434 -0.1751 1.237 0.877 -2.817 0.055
C -1.7887 -1.2536 -1.2967 0.398 0.602 -1.030 -0.237
C -0.3520 -1.8490 -1.2341 -1.030 0.115 -2.226 -0.270
N -0.0800 -2.5442 -2.5569 -0.336 0.761 1.436 -0.005
H -1.5348 -0.4820 0.6523 0.693 -1.109 2.318 0.010
H -1.5286 0.6973 -0.4266 -0.698 -0.566 -0.294 0.064
H -2.9572 -0.0172 0.0175 -1.596 0.135 0.349 0.016
H -2.6541 -1.9687 -1.3253 1.120 0.562 0.231 0.103
H -1.7815 -0.6440 -2.2425 -0.405 -0.574 0.870 0.100
H 0.3762 -1.0690 -1.0981 0.160 0.539 -0.139 0.086
H -0.2471 -2.4838 -0.4113 0.102 -1.221 1.411 0.069
H 0.9236 -2.6757 -2.6632 -0.298 -0.156 0.040 0.061
H -0.5311 -3.4486 -2.4889 0.248 -0.140 -0.281 0.059
C 2.2427 2.0977 2.3639 -0.182 1.957 0.612 -0.158
N 1.6519 2.1878 1.0202 2.424 -0.537 0.098 -0.204
C 0.4502 1.4532 0.8581 -1.827 1.264 0.286 -0.267
H 1.5284 2.6018 3.0954 0.864 -0.667 -0.823 0.093
H 2.4737 1.1094 2.7474 -0.162 -0.514 -0.110 0.058
H 3.2047 2.6841 2.4004 -0.995 -0.486 -0.140 0.084
H 2.3640 1.8694 0.3405 -0.618 0.309 0.510 0.107
H 0.4096 0.3879 1.1631 0.319 0.183 0.014 0.048
H 0.1575 1.5568 -0.2066 -0.017 -0.221 0.485 0.042
H -0.3282 2.0342 1.4664 0.600 -1.114 -0.798 0.085
```
Positions in Å, forces in eV/Å.

***

Which of these has the lowest E_tot?
C57H44BGaIO22